[1]
{
  "formula": "C18H32BrFN2O15P",
  "method": "ωB97M-V/def2-TZVPD",
  "symbols": ["O", "P", "O", "O", "C", "C", "C", "C", "C", "C", "F", "N", "N", "Br", "H", "H", "H", "H", "H", "H", "H", "H", "C", "O", "C", "O", "O", "C", "H", "H", "H", "H", "H", "H", "C", "O", "C", "O", "O", "C", "H", "H", "H", "H", "H", "H", "C", "O", "C", "O", "O", "C", "H", "H", "H", "H", "H", "H", "C", "O", "C", "O", "O", "C", "H", "H", "H", "H", "H", "H"],
  "coordinates": [[1.4295, -0.4235, -1.3240], [0.7297, -1.6982, -1.2511], [1.0304, -2.7439, -2.3918], [0.9865, -2.4505, 0.1093], [-1.0911, -1.4396, -1.2502], [-1.8495, -1.7501, -0.1199], [-3.1886, -1.4806, -0.1368], [-3.7521, -0.9183, -1.2907], [-5.2184, -0.6478, -1.3959], [-5.9565, -1.8944, -1.8558], [-5.6404, -2.9309, -0.9843], [-3.0153, -0.6318, -2.3462], [-1.7262, -0.8959, -2.2825], [-0.8149, -0.3583, -3.8166], [1.7509, -2.4074, -2.9505], [0.7293, -3.3889, 0.1038], [-1.3631, -2.1673, 0.7471], [-3.8259, -1.6893, 0.7094], [-5.5854, -0.3769, -0.4057], [-5.4132, 0.1901, -2.0611], [-5.6770, -2.1800, -2.8699], [-7.0304, -1.7215, -1.8280], [1.0886, -9.0342, 0.8155], [2.3352, -8.4934, 1.2656], [2.4843, -7.1895, 1.0750], [1.6690, -6.4526, 0.5683], [3.6756, -6.8274, 1.5334], [3.9628, -5.4355, 1.3853], [1.1307, -10.0943, 1.0424], [0.2582, -8.5715, 1.3452], [0.9724, -8.8854, -0.2561], [3.2371, -4.8375, 1.9337], [3.9564, -5.1576, 0.3324], [4.9515, -5.2697, 1.8006], [-3.4164, 6.1450, -5.3352], [-2.2550, 5.3924, -4.9529], [-2.4310, 4.5897, -3.9147], [-3.4548, 4.4315, -3.2990], [-1.2709, 3.9766, -3.6588], [-1.3049, 3.0971, -2.5412], [-3.1089, 6.7429, -6.1863], [-4.2264, 5.4760, -5.6171], [-3.7366, 6.7898, -4.5198], [-2.0577, 2.3214, -2.6941], [-1.5198, 3.6353, -1.6197], [-0.3147, 2.6533, -2.4773], [5.3117, -0.5353, 2.7887], [6.2857, -0.6986, 3.8205], [6.6086, -1.9647, 4.0822], [6.1488, -2.9349, 3.5337], [7.5201, -1.9728, 5.0471], [7.9682, -3.2772, 5.4351], [5.1586, 0.5354, 2.6955], [5.6773, -0.9433, 1.8480], [4.3781, -1.0244, 3.0621], [8.4304, -3.7878, 4.5930], [7.1375, -3.8693, 5.8133], [8.6991, -3.1139, 6.2202], [-1.3097, 8.4704, 3.0474], [-1.4737, 7.2446, 2.3222], [-2.1170, 7.3768, 1.1651], [-2.5499, 8.4001, 0.7063], [-2.2018, 6.1722, 0.5929], [-2.8784, 6.1713, -0.6673], [-0.7761, 8.2056, 3.9545], [-0.7300, 9.1832, 2.4650], [-2.2782, 8.9005, 3.2932], [-2.3568, 6.8042, -1.3841], [-3.9044, 6.5175, -0.5580], [-2.8810, 5.1428, -1.0105]],
  "homo_lumo_gap_ev": 7.124,
  "lumo_energy_ev": -5.2,
  "total_charge": 1
}

[2]
{
  "formula": "C5H10O",
  "method": "ωB97M-V/def2-TZVPD",
  "symbols": ["C", "C", "C", "C", "C", "O", "H", "H", "H", "H", "H", "H", "H", "H", "H", "H"],
  "coordinates": [[1.3024, -1.3571, -1.1984], [0.3576, -0.1960, -0.8597], [0.0572, 0.0348, 0.6173], [-0.0972, 1.4492, 1.1363], [-1.3005, 0.5846, 0.9936], [-2.2087, 0.8980, -0.0254], [0.9498, -2.3173, -0.8019], [2.3182, -1.2082, -0.8152], [1.3782, -1.4665, -2.2880], [0.7661, 0.7229, -1.3068], [-0.5836, -0.3645, -1.3995], [0.4769, -0.7079, 1.2949], [0.2345, 1.7059, 2.1396], [0.0114, 2.2481, 0.4054], [-1.7700, 0.2301, 1.9128], [-2.4741, 0.0591, -0.4267]],
  "homo_lumo_gap_ev": 10.755,
  "lumo_energy_ev": 1.0,
  "smiles": "CC[C@H]1C[C@H]1O",
  "total_charge": 0
}